# 1
This record from OMol25 describes an isolated ion of composition C6H10N3O and charge +1. The level of theory is ωB97M-V/def2-TZVPD.

Each atom is followed by the atoms it is bonded to, with distances in Å.
Cartesian coordinates (Å):
1 C -1.9403 1.3952 0.2543  O2 1.460, H11 1.100, H12 1.042, H13 1.027
2 O -1.0875 0.4496 -0.4595  C1 1.460, C3 1.461
3 C -0.2741 -0.5343 0.2511  O2 1.461, C4 1.493, C5 1.557, H14 1.058
4 C -0.9069 -1.4825 1.2156  C3 1.493, H15 1.163, H16 1.053, H17 1.080
5 C 0.7421 0.4329 0.9256  C3 1.557, N6 1.227, H18 1.167
6 N 1.9649 0.3515 0.9853  C5 1.227, C7 1.304
7 C 2.5453 -0.1836 -0.0530  N6 1.304, N8 1.320, C9 1.350
8 N 3.2327 -0.8800 -0.9397  C7 1.320, C9 1.412
9 C 1.9907 -0.3006 -1.2787  C7 1.350, N8 1.412, N10 1.299
10 N 1.2147 0.0665 -2.2543  C9 1.299, H19 1.084, H20 1.023
11 H -1.5243 2.3823 0.0056  C1 1.100
12 H -2.1185 1.3322 1.2789  C1 1.042
13 H -2.8701 1.3468 -0.1782  C1 1.027
14 H 0.2813 -1.0631 -0.4773  C3 1.058
15 H -0.1198 -1.9649 1.9228  C4 1.163
16 H -1.3833 -2.2708 0.7052  C4 1.053
17 H -1.5813 -0.9102 1.8354  C4 1.080
18 H 0.0486 1.1907 1.4794  C5 1.167
19 H 0.3236 0.6165 -1.9727  N10 1.084
20 H 1.4620 0.0260 -3.2460  N10 1.023

Its SMILES is CO[C@H](C)/C=N\c1nc1=[NH2+]. For the HOMO-LUMO gap, the calculation gives 9.2 eV. Its HOMO energy is -14.21 eV. The value obtained for the LUMO energy is -5.016 eV. Its net charge is +1.

Here is what Mulliken gives for the atomic charges, in e: atom 1 (C): -0.93, atom 2 (O): -0.47, atom 3 (C): 0.11, atom 4 (C): -1.38, atom 5 (C): 0.26, atom 6 (N): -0.42, atom 7 (C): 0.60, atom 8 (N): -0.49, atom 9 (C): 0.39, atom 10 (N): -0.26, atom 11 (H): 0.36, atom 12 (H): 0.44, atom 13 (H): 0.31, atom 14 (H): 0.52, atom 15 (H): 0.34, atom 16 (H): 0.37, atom 17 (H): 0.34, atom 18 (H): 0.37, atom 19 (H): 0.31, atom 20 (H): 0.27


# 2
This record from OMol25 describes a 2-piece molecular cluster, C6H10N3O2 overall. The level of theory is ωB97M-V/def2-TZVPD.

Each atom is followed by the atoms it is bonded to, with distances in Å.
Cartesian coordinates (Å):
1 C -0.5918 -0.3003 1.5689  C2 1.357, C5 1.554, H12 1.083
2 C -1.1535 0.5594 0.6817  C1 1.357, C6 1.445, H13 1.058
3 C 0.9845 1.3728 -0.1467  C4 1.439, C6 1.333, H14 1.085
4 C 1.6187 0.2761 0.5362  C3 1.439, C5 1.471, N9 1.341
5 C 0.9543 -0.4453 1.6331  C1 1.554, C4 1.471, H15 1.061, H16 1.221
6 C -0.3471 1.4377 -0.1354  C2 1.445, C3 1.333, N8 1.473
7 N -3.8429 0.4873 -0.6193  H17 1.022, H18 0.969, H19 1.021
8 N -0.9890 2.4995 -0.9286  C6 1.473, O10 1.237, O11 1.202
9 N 2.9132 0.0110 0.3063  C4 1.341, H20 0.952, H21 0.990
10 O -2.2041 2.3800 -1.1297  N8 1.237
11 O -0.2567 3.4171 -1.1848  N8 1.202
12 H -1.1688 -0.8906 2.2697  C1 1.083
13 H -2.2081 0.6425 0.6867  C2 1.058
14 H 1.6356 1.9210 -0.8204  C3 1.085
15 H 1.2920 -0.0814 2.5712  C5 1.061
16 H 1.3799 -1.5898 1.6344  C5 1.221
17 H -4.8304 0.2383 -0.7072  N7 1.022
18 H -3.4541 0.9776 -1.3590  N7 0.969
19 H -3.4073 -0.4356 -0.6383  N7 1.021
20 H 3.2475 -0.6962 0.8489  N9 0.952
21 H 3.4488 0.1527 -0.5142  N9 0.990

For the HOMO-LUMO gap, the calculation gives 6.6 eV. Its HOMO energy is -12.87 eV. The value obtained for the LUMO energy is -6.245 eV. Its net charge is +1.

Here is what Mulliken gives for the atomic charges, in e: atom 1 (C): -0.83, atom 2 (C): -0.82, atom 3 (C): -0.42, atom 4 (C): 0.58, atom 5 (C): -0.61, atom 6 (C): 0.29, atom 7 (N): -0.63, atom 8 (N): 0.92, atom 9 (N): -0.32, atom 10 (O): -0.58, atom 11 (O): -0.52, atom 12 (H): 0.45, atom 13 (H): 1.07, atom 14 (H): 0.46, atom 15 (H): 0.42, atom 16 (H): 0.40, atom 17 (H): 0.22, atom 18 (H): 0.21, atom 19 (H): 0.25, atom 20 (H): 0.23, atom 21 (H): 0.25


# 3
This record from OMol25 describes an isolated ion of composition C6H10N3O2S and charge +1. The level of theory is ωB97M-V/def2-TZVPD.

Each atom is followed by the atoms it is bonded to, with distances in Å.
Cartesian coordinates (Å):
1 C -1.0703 0.0974 1.0020  C2 1.465, H13 1.052, H14 1.078, H15 1.115
2 C -0.4879 0.7459 -0.1749  C1 1.465, N3 1.519, C6 1.512, C9 1.501
3 N -1.6295 0.7915 -1.1763  C2 1.519, O4 1.210, O5 1.210
4 O -2.3517 1.7608 -1.2263  N3 1.210
5 O -1.6985 -0.2603 -1.7705  N3 1.210
6 C -0.1068 2.1354 0.2841  C2 1.512, C7 1.313, H16 1.144
7 C 1.1868 2.3492 0.3479  C6 1.313, S8 1.752, H17 1.162
8 S 2.1518 1.0620 -0.3457  C7 1.752, C9 1.775
9 C 0.7247 0.0992 -0.7795  C2 1.501, S8 1.775, C10 1.750, H18 1.160
10 C 0.8181 -1.5429 -0.1820  C9 1.750, N11 1.297, N12 1.272
11 N -0.2267 -2.2795 -0.4006  C10 1.297, H19 1.110, H20 0.989
12 N 1.7914 -1.8663 0.5712  C10 1.272, H21 1.051, H22 1.005
13 H -0.5844 0.4855 1.8503  C1 1.052
14 H -1.0065 -0.9699 1.1432  C1 1.078
15 H -2.1714 0.2513 1.0869  C1 1.115
16 H -0.8427 2.8572 0.7799  C6 1.144
17 H 1.6448 3.3123 0.8088  C7 1.162
18 H 0.7800 0.0610 -1.9378  C9 1.160
19 H -0.9321 -1.8439 -1.1388  N11 1.110
20 H -0.2519 -3.2684 -0.4111  N11 0.989
21 H 2.6200 -1.2244 0.6494  N12 1.051
22 H 1.6427 -2.7532 1.0199  N12 1.005

Its SMILES is C[C@@]1([N+](=O)[O-])C=CS[C@H]1C(N)=[NH2+]. For the HOMO-LUMO gap, the calculation gives 9.2 eV. Its HOMO energy is -12.67 eV. The value obtained for the LUMO energy is -3.446 eV. Its net charge is +1.

Here is what Mulliken gives for the atomic charges, in e: atom 1 (C): -1.71, atom 2 (C): 1.10, atom 3 (N): 1.01, atom 4 (O): -0.53, atom 5 (O): -0.69, atom 6 (C): -1.11, atom 7 (C): -0.07, atom 8 (S): -0.20, atom 9 (C): -0.15, atom 10 (C): 0.44, atom 11 (N): -0.31, atom 12 (N): -0.32, atom 13 (H): 0.44, atom 14 (H): 0.41, atom 15 (H): 0.44, atom 16 (H): 0.34, atom 17 (H): 0.36, atom 18 (H): 0.49, atom 19 (H): 0.30, atom 20 (H): 0.26, atom 21 (H): 0.23, atom 22 (H): 0.25


# 4
This record from OMol25 describes a 2-piece molecular cluster, C6H10N3O3 overall. The level of theory is ωB97M-V/def2-TZVPD.

Each atom is followed by the atoms it is bonded to, with distances in Å.
Cartesian coordinates (Å):
1 C -1.1736 0.1562 -0.2386  C2 1.404, C3 1.348
2 C -1.6319 1.4660 -0.4538  C1 1.404, C4 1.361, O10 1.332
3 C -2.1065 -0.7366 -0.6248  C1 1.348, N7 1.310, O11 1.329
4 C -2.9050 1.2992 -0.9059  C2 1.361, N7 1.412, O12 1.349
5 C 1.6156 -0.8131 0.2326  C6 1.488, N9 1.244, H13 1.046
6 C 3.0607 -0.8444 0.5860  C5 1.488, H14 1.186, H15 1.081, H16 1.086
7 N -3.1860 -0.0828 -0.9764  C3 1.310, C4 1.412, H17 1.023
8 N 1.1578 1.2613 1.1946  N9 1.338, H18 0.941, H19 0.956
9 N 0.8746 0.1461 0.5120  C5 1.244, N8 1.338
10 O -1.1054 2.6046 -0.0047  C2 1.332, H20 1.064
11 O -2.0564 -2.0639 -0.6552  C3 1.329, H21 1.047
12 O -3.8032 2.2650 -1.1909  C4 1.349, H22 0.927
13 H 1.3110 -1.6719 -0.2802  C5 1.046
14 H 3.3565 0.1940 1.0771  C6 1.186
15 H 3.5293 -1.2143 -0.3153  C6 1.081
16 H 3.1954 -1.5949 1.3590  C6 1.086
17 H -3.9749 -0.5569 -1.4223  N7 1.023
18 H 2.0244 1.4894 1.4827  N8 0.941
19 H 0.4916 1.9471 1.2025  N8 0.956
20 H -1.7567 3.3862 -0.3169  O10 1.064
21 H -1.1641 -2.4643 -1.0285  O11 1.047
22 H -4.1898 2.6019 -0.4191  O12 0.927

For the HOMO-LUMO gap (alpha / beta), the calculation gives 6.5 / 6.5 eV. Its HOMO energy (alpha / beta) is -11.86 / -11.86 eV. The value obtained for the LUMO energy (alpha / beta) is -5.391 / -5.393 eV. Its net charge is +1.

Here is what Mulliken gives for the atomic charges, in e: atom 1 (C): 0.19, atom 2 (C): 1.09, atom 3 (C): -0.24, atom 4 (C): -0.15, atom 5 (C): 0.33, atom 6 (C): -1.02, atom 7 (N): 0.06, atom 8 (N): -0.54, atom 9 (N): 0.18, atom 10 (O): -0.64, atom 11 (O): -0.55, atom 12 (O): -0.53, atom 13 (H): 0.27, atom 14 (H): 0.23, atom 15 (H): 0.31, atom 16 (H): 0.32, atom 17 (H): 0.27, atom 18 (H): 0.13, atom 19 (H): 0.21, atom 20 (H): 0.39, atom 21 (H): 0.37, atom 22 (H): 0.34


# 5
This record from OMol25 describes an isolated ion of composition C6H10N3O3 and charge +1. The level of theory is ωB97M-V/def2-TZVPD.

Each atom is followed by the atoms it is bonded to, with distances in Å.
Cartesian coordinates (Å):
1 O -1.5981 3.0055 1.6443  C2 1.195
2 C -1.9148 2.2548 0.7702  O1 1.195, C3 1.564, H13 1.119
3 C -1.1023 0.9354 0.5595  C2 1.564, N4 1.399, C11 1.549, O12 1.414
4 N -0.5432 0.2686 1.6553  C3 1.399, C5 1.489, H14 0.997
5 C -0.3484 -1.2077 1.6743  N4 1.489, N6 1.490, H15 1.074, H16 1.066
6 N 0.8120 -1.5979 0.8245  C5 1.490, C7 1.388, H17 1.041
7 C 0.6637 -1.4536 -0.5482  N6 1.388, N8 1.474, H18 1.140, H19 1.027
8 N 0.6717 -0.0930 -1.1146  C7 1.474, C9 1.294, C11 1.471
9 C 1.6356 0.4085 -1.8181  N8 1.294, O10 1.241, H20 1.096
10 O 2.6138 -0.1242 -2.3645  C9 1.241, H21 0.959
11 C -0.4185 0.8517 -0.8282  C3 1.549, N8 1.471, O12 1.454, H22 1.078
12 O -1.6851 0.2130 -0.5072  C3 1.414, C11 1.454
13 H -2.8127 2.1761 0.1065  C2 1.119
14 H -1.0387 0.4209 2.5067  N4 0.997
15 H -0.3165 -1.4828 2.7123  C5 1.074
16 H -1.2200 -1.5728 1.1821  C5 1.066
17 H 1.7045 -1.2819 1.2569  N6 1.041
18 H -0.4060 -1.7230 -0.8350  C7 1.140
19 H 1.2616 -2.1431 -1.0183  C7 1.027
20 H 1.6418 1.5043 -1.7986  C9 1.096
21 H 2.8026 -1.0455 -2.5505  O10 0.959
22 H -0.4032 1.6868 -1.5096  C11 1.078

Its SMILES is O=C[C@]12NCNC/[N+](=C\O)[C@H]1O2. For the HOMO-LUMO gap, the calculation gives 9.1 eV. Its HOMO energy is -13.06 eV. The value obtained for the LUMO energy is -3.977 eV. Its net charge is +1.

Here is what Mulliken gives for the atomic charges, in e: atom 1 (O): -0.41, atom 2 (C): -0.13, atom 3 (C): 0.85, atom 4 (N): -0.39, atom 5 (C): -0.80, atom 6 (N): -0.23, atom 7 (C): -1.10, atom 8 (N): 0.22, atom 9 (C): 0.30, atom 10 (O): -0.37, atom 11 (C): -0.60, atom 12 (O): -0.52, atom 13 (H): 0.35, atom 14 (H): 0.28, atom 15 (H): 0.50, atom 16 (H): 0.42, atom 17 (H): 0.28, atom 18 (H): 0.41, atom 19 (H): 0.60, atom 20 (H): 0.35, atom 21 (H): 0.39, atom 22 (H): 0.59


In the order shown, the computed energy values come out to -473.68412; -548.96506; -947.17807; -624.16246; -624.25604 Eh.
In the order shown, the computed energy relative to the best compared isomer or geometry (same formula, charge and spin) values come out to 679.3; 528.9; 311.7; 467.9; 222.2 kJ/mol.